# 1
The following is a DFT calculation (ωB97M-V/def2-TZVPD) of a molecular structure, C10H16N2 in a non-equilibrium geometry.

The geometry in XYZ format:
```
28
Properties=species:S:1:pos:R:3
C -4.6877 -0.1669 0.1071
C -3.4452 -0.6339 0.9036
C -2.8943 -1.1045 -0.4700
C -3.6369 0.2046 -0.9370
C -2.8283 1.2417 -0.1853
C -2.7055 0.6928 1.0384
C 1.1156 0.2791 -0.1644
C 3.8380 -0.1685 -0.4013
C 4.3912 1.0392 0.2730
C 5.2570 -0.1601 -0.0081
H -5.3382 -1.0070 -0.2090
H -5.2521 0.6910 0.4603
H -3.4789 -1.3465 1.7278
H -1.7951 -1.0881 -0.5698
H -3.3456 -2.0469 -0.8119
H -3.9134 0.4919 -1.9493
H -2.4861 2.2022 -0.6013
H -2.1453 1.0402 1.8837
H 0.0597 0.3598 -0.3898
H 1.7704 1.1548 -0.1608
H 3.1942 -1.9789 0.2819
H 3.5788 -0.1135 -1.4567
H 4.0552 1.2019 1.3078
H 4.5720 1.9667 -0.2812
H 5.5255 -0.7532 0.8816
H 6.0573 -0.1275 -0.7539
N 1.5922 -0.8676 0.1088
N 2.9455 -1.0028 0.3758
```

Computed properties:
LUMO (hartree): 0.042
Orbital gap (eV): 9.80
E_HOMO (hartree): -0.318

=====

# 2
The following is a DFT calculation (ωB97M-V/def2-TZVPD) of a single C10H16N2 molecule in a non-equilibrium geometry.

The geometry in XYZ format:
```
28
Properties=species:S:1:pos:R:3
C -3.4319 0.4191 -0.1130
C -2.4131 -0.4439 0.0060
C -0.3436 -1.1124 1.4096
C -1.0358 -0.0481 0.4964
C 0.9751 -1.4700 0.7495
C 1.3789 -0.0707 0.0862
C 0.0053 -0.0544 -0.6972
C 2.5857 -0.0032 -0.7701
C 1.4396 1.0832 1.1387
C -0.2979 1.0055 -1.6861
N 0.3340 -2.1682 -0.4112
N -0.1288 -1.3810 -1.2251
H -4.4444 0.1151 -0.3716
H -3.3712 1.4157 0.0840
H -2.3939 -1.5540 -0.1024
H -0.2931 -0.7854 2.4347
H -0.9985 -1.9827 1.4434
H -1.0338 0.9204 0.9648
H 1.5968 -2.2019 1.2716
H 2.6524 0.9487 -1.2083
H 2.6694 -0.8612 -1.5965
H 3.5512 -0.1338 -0.2759
H 1.7502 1.9305 0.5981
H 2.0737 1.0843 2.0015
H 0.4462 1.2306 1.6773
H 0.3696 1.0389 -2.5053
H -0.2924 2.0047 -1.2466
H -1.3497 1.0743 -2.1529
```

Computed properties:
LUMO (spin up / spin down) (hartree): 0.030 / -0.051
Orbital gap (spin up / spin down) (eV): 6.77 / 8.04
Multiplicity: 3
E_HOMO (spin up / spin down) (hartree): -0.219 / -0.346

=====

# 3
The following is a DFT calculation (ωB97M-V/def2-TZVPD) of a single C10H16N2O molecule in a non-equilibrium geometry.

The geometry in XYZ format:
```
29
Properties=species:S:1:pos:R:3
C -0.1560 -2.7112 1.4539
C 0.9503 -1.9317 1.8344
C 0.6944 -1.4647 3.1376
C 2.2301 -1.8578 1.0760
C 1.9248 -1.6222 -0.3963
C 0.1722 -0.1278 -0.7687
C -1.7526 1.3093 -1.6094
C 0.6222 2.2669 -1.3572
C -0.6582 1.5854 0.7580
C -0.3736 1.2194 -0.7524
N -1.0540 -2.7190 2.4541
N -0.5895 -1.9231 3.3951
O 1.4645 -0.3143 -0.6352
H -0.2752 -3.1458 0.4596
H 2.6887 -0.9498 1.3579
H 2.8686 -2.6178 1.1532
H 2.6353 -1.9244 -1.1494
H 1.1076 -2.3010 -0.5580
H -0.5787 -0.9443 -0.8685
H -2.2937 0.4250 -1.2282
H -1.6664 1.3967 -2.6666
H -2.3186 2.1991 -1.3756
H 0.3779 2.4620 -2.3752
H 0.6336 3.1104 -0.8605
H 1.6374 1.9575 -1.3485
H -1.4262 2.3714 0.7666
H 0.1539 2.0333 1.1793
H -0.8482 0.6437 1.3646
H -1.0995 -1.7190 4.3281
```

Computed properties:
LUMO (spin up / spin down) (hartree): -0.068 / -0.068
Orbital gap (spin up / spin down) (eV): 4.41 / 4.41
E_HOMO (spin up / spin down) (hartree): -0.230 / -0.230

=====

# 4
The following is a DFT calculation (ωB97M-V/def2-TZVPD) of a single C10H16N2O2 molecule in a non-equilibrium geometry.

The geometry in XYZ format:
```
30
Properties=species:S:1:pos:R:3
C 2.7016 -1.0049 -1.0458
C 2.8231 -1.5714 0.1761
C 2.7239 0.2169 1.7100
C -0.8020 0.9284 0.1782
C 2.6480 0.4805 -1.2682
C 1.5023 1.1265 -0.5561
C -1.6598 -1.2755 0.9939
C -3.1779 0.7116 0.8289
C -2.3527 -0.3897 -1.2633
C -1.9979 -0.0170 0.1836
N 3.1344 -0.8729 1.2851
N 0.3320 0.4310 -0.3961
O -0.8329 2.0763 0.6294
O 1.5431 2.4326 -0.3016
H 2.6363 -1.6365 -1.9167
H 2.8233 -2.6454 0.3035
H 3.2276 0.7551 2.4995
H 3.5568 0.9597 -0.8927
H 2.5906 0.6996 -2.3413
H -2.5500 -1.8914 1.0963
H -0.8860 -1.8730 0.5156
H -1.3132 -1.0040 1.9878
H -2.9492 0.9642 1.8603
H -4.0682 0.0882 0.8070
H -3.3792 1.6372 0.2960
H -2.4944 0.5068 -1.8614
H -1.5748 -0.9917 -1.7287
H -3.2775 -0.9589 -1.2813
H 0.3761 -0.5403 -0.6764
H 0.6969 2.6581 0.1786
```

Computed properties:
LUMO (spin up / spin down) (hartree): 0.022 / 0.000
Orbital gap (spin up / spin down) (eV): 7.40 / 5.77
E_HOMO (spin up / spin down) (hartree): -0.250 / -0.212

=====

# 5
The following is a DFT calculation (ωB97M-V/def2-TZVPD) of a molecular structure, C10H16N2OS3 in a non-equilibrium geometry.

The geometry in XYZ format:
```
32
Properties=species:S:1:pos:R:3
C -3.6007 -1.5312 -1.5814
H -2.9067 -2.3444 -1.3815
C -4.4548 -1.2479 -0.3531
C -3.6182 -0.9415 0.8800
H -2.9042 -1.7355 1.0855
H -4.2574 -0.7813 1.7476
S -2.6561 0.6138 0.6991
C -1.1137 -0.0247 0.2593
N -0.8748 -1.3117 0.2095
S 0.6680 -1.6182 -0.2216
C 1.1002 0.0615 -0.3469
C -0.0067 0.8314 -0.0532
C -0.2010 2.2875 0.0040
O -1.2655 2.7540 0.3713
N 0.8319 3.0783 -0.3629
H 1.7166 2.7214 -0.6744
H 0.6910 4.0739 -0.3201
S 2.6813 0.5896 -0.8461
C 3.7163 -0.9107 -0.6912
C 4.4188 -0.9978 0.6553
C 3.4607 -1.1996 1.8215
H 2.7747 -0.3595 1.9093
H 2.8798 -2.1098 1.6891
H 4.0172 -1.2777 2.7518
H 4.9993 -0.0858 0.8120
H 5.1185 -1.8360 0.6087
H 3.0779 -1.7728 -0.8783
H 4.4439 -0.8193 -1.4981
H -5.0780 -2.1187 -0.1324
H -5.1169 -0.4031 -0.5555
H -3.0264 -0.6488 -1.8547
H -4.2282 -1.8052 -2.4263
```

Computed properties:
LUMO (hartree): 0.013
Orbital gap (eV): 8.43
E_HOMO (hartree): -0.297

=====

# 6
The following is a DFT calculation (ωB97M-V/def2-TZVPD) of a molecular structure, C10H16N2P in a non-equilibrium geometry.

The geometry in XYZ format:
```
29
Properties=species:S:1:pos:R:3
C 4.1088 -0.1325 0.3754
C 3.4098 0.6382 1.2357
C 3.5566 -0.6888 -0.7894
C 2.1134 0.9819 0.9957
C 2.2404 -0.3385 -1.0807
C 1.5448 0.5347 -0.2637
C -2.2533 1.6507 0.5355
C -2.5729 0.1541 0.6477
C -2.5508 -0.8917 -1.4473
C -0.9800 -1.6551 0.1527
N -0.8212 1.8048 0.5378
N -1.7654 -0.5599 -0.3259
P -0.1388 1.1298 -0.8402
H 5.2323 -0.3724 0.5288
H 3.7946 1.0272 2.1973
H 4.0057 -1.2374 -1.6295
H 1.7772 1.8185 1.5883
H 1.8675 -0.3282 -2.1276
H -2.7177 1.8724 -0.5478
H -2.7685 2.3441 1.3367
H -2.2229 -0.2154 1.5510
H -3.6633 -0.2107 0.4745
H -1.8844 -1.2071 -2.3512
H -3.1684 -1.6407 -1.0354
H -3.0530 -0.0016 -1.8705
H -0.3919 -1.5030 0.9618
H -1.6252 -2.4487 0.4303
H -0.5675 -2.1600 -0.7567
H -0.5061 1.6354 1.5165
```

Computed properties:
LUMO (hartree): -0.165
Orbital gap (eV): 8.46
Charge: +1
E_HOMO (hartree): -0.476

=====

Number 1: E_tot -13605.0594 eV, M 164.25 g/mol. Number 2: E_tot -13603.7879 eV, M 164.25 g/mol. Number 3: E_tot -15650.1558 eV, M 180.25 g/mol. Number 4: E_tot -17701.4221 eV, M 196.25 g/mol. Number 5: E_tot -48163.6731 eV, M 276.45 g/mol. Number 6: E_tot -22889.8110 eV, M 195.23 g/mol.